179
Properties=species:S:1:pos:R:3:forces:R:3 method="wB97M-V/def2-TZVPD" lumo_energy_ev=0.0 total_charge=0 gap_ev=7.39 homo_energy_ev=-7.4 energy_ha=-7787.25622
O 4.28097 1.85811 -2.36555 0.0 -0.1 -0.3
H 3.54778 3.13730 6.29416 -0.6 -0.4 -0.5
C 3.45068 2.85865 0.48540 -0.5 0.5 2.2
O -0.72792 3.22089 4.82325 0.8 -0.8 0.5
C -0.78874 0.41451 6.29186 -0.5 -0.4 0.2
H -3.96543 -6.77703 0.06093 0.1 0.0 0.0
H -4.93179 2.49606 -0.48747 0.1 -0.1 0.0
H 6.51156 -2.36305 -5.00773 0.0 0.0 -0.1
H 2.21336 -2.69251 6.20832 -0.1 1.2 -0.2
S -3.00734 1.14655 -0.87552 -0.1 0.1 -0.2
H -7.81816 -2.03753 -0.70796 0.0 0.0 -0.1
C -1.54672 -3.27244 -3.11979 0.0 0.1 0.0
H 7.18530 10.77664 4.80047 0.0 0.0 0.0
H 7.05818 2.43803 4.71405 -0.9 -0.1 -0.3
C 4.23098 3.48807 2.85299 -0.9 -0.1 -0.8
H -12.07100 3.37679 -8.23377 0.0 -0.1 0.1
H 0.22944 -2.22059 -6.15114 -0.1 0.0 0.1
O 1.95352 -2.43378 3.47364 1.4 -0.1 -0.2
C -0.09523 -2.86941 -5.33797 0.1 0.0 0.0
H -7.82552 2.03753 -4.36349 0.0 0.0 0.0
S -10.80004 1.55109 -7.38477 0.0 0.0 0.0
H 3.71509 0.25147 -5.51454 0.1 0.0 0.1
H -5.78511 0.23497 -12.96919 -0.1 -0.1 0.1
C 3.57095 -6.85367 2.93576 -1.6 1.0 0.0
H 1.10178 -1.45876 5.50626 1.0 0.0 0.3
N 0.20452 1.12016 5.40863 -0.5 1.3 1.0
H -8.88448 -2.36152 0.69212 0.0 0.0 0.0
H 5.85917 -1.64772 9.41637 0.0 1.1 -0.4
H 5.17229 8.70631 5.97753 0.1 0.0 -0.1
S 6.26598 8.78099 3.83749 0.0 0.0 -0.1
C 5.33530 -0.80913 8.87845 -0.9 -0.8 -0.4
O 1.90259 0.76101 7.58526 0.4 0.6 -2.5
O 0.66857 3.20173 7.42500 1.0 -1.6 -1.0
H -5.75994 1.02115 -5.36108 -0.1 0.0 0.1
S -1.30292 -1.97389 -4.34267 0.0 -0.2 0.1
C 2.24376 -7.44715 3.13142 -0.1 1.6 -0.4
H 8.44568 9.65584 4.23435 -0.1 -0.1 -0.1
H -3.63774 -5.96265 1.60961 0.1 0.0 0.0
H 4.06407 0.38570 6.19923 -0.1 0.0 -0.2
H -9.49127 -1.43249 -0.69756 0.0 -0.1 0.0
H -1.66172 2.34096 -2.46981 -0.1 0.0 0.1
H -0.11400 2.80880 0.56218 0.9 -0.3 -0.6
C -1.39763 -7.35009 -0.93786 -0.1 -0.1 -0.1
H -8.27043 -5.83481 -0.91335 -0.1 0.1 0.0
C -5.67443 -0.80941 -9.45767 0.1 0.1 0.1
S -6.64047 -0.75307 -10.97879 0.0 0.0 0.0
H 3.18984 -0.81969 3.91298 -0.1 -0.8 0.4
H -1.74257 2.28267 2.71108 0.5 -0.9 0.7
C -8.12475 -4.82984 -0.51845 0.2 0.0 0.0
C 4.21059 -2.68658 4.62407 -0.1 -0.9 -1.0
C 4.90974 0.39050 9.83431 0.6 -0.1 -1.0
C -9.40553 0.86419 -8.29473 0.0 0.1 0.0
C -8.31987 1.07954 -4.19859 0.2 -0.1 0.1
H 0.23610 -4.57784 2.67851 1.0 -0.6 0.0
C 7.30906 -1.07814 -8.34667 0.1 0.1 0.0
C -0.57438 2.04157 4.59839 -1.1 0.0 -2.1
C -3.24747 -6.66633 0.87505 -0.1 0.0 0.0
O -9.19401 -3.63342 -2.64211 0.1 0.0 0.3
C -5.37833 0.06251 -11.97349 0.1 0.1 0.0
H 0.79688 1.46966 -0.22801 0.1 1.1 0.0
C 4.90546 9.06983 4.98413 0.0 0.0 0.1
H -11.52831 2.30068 -9.54242 0.0 0.0 0.1
H 4.07606 -3.39405 8.49343 -0.3 0.3 0.8
H 4.68055 10.13665 5.02082 0.0 0.0 -0.1
O -7.74425 0.22672 -10.76918 0.2 -0.1 0.0
H 4.69418 -4.90557 2.53077 -1.0 -0.8 0.1
H -6.29076 -1.25329 -8.67629 0.0 0.0 -0.1
H -8.85290 0.77415 -5.09651 0.0 0.0 0.1
H -3.72857 3.36051 -1.47382 0.1 -0.1 0.1
H 5.91164 -0.42876 7.98652 -0.2 -0.3 1.1
H -4.75823 2.09501 -2.20989 0.0 -0.1 0.1
S -1.69074 -6.01664 0.23877 0.0 0.1 0.1
C 2.47179 -4.63316 2.56962 0.4 -1.1 0.1
H 4.17035 0.05321 10.60181 0.7 0.4 -0.5
C -2.01969 1.31366 -2.37280 0.1 0.3 0.2
H -0.00229 -7.10781 3.16996 1.2 0.4 -0.2
H -2.23137 -7.41799 -1.63857 0.0 0.1 0.1
H 3.99175 1.99023 -5.20317 0.0 0.0 0.1
S -9.42555 -3.76799 -1.17569 0.0 0.1 -0.1
C 1.14197 -5.22970 2.74141 1.7 -1.3 0.2
H 4.45291 5.62330 4.47736 0.8 -0.6 0.5
C -1.27161 1.45249 3.30099 0.5 -0.2 0.7
C 3.71308 -5.42766 2.65881 -2.9 -0.7 0.2
H 6.31476 4.05313 3.09009 -1.0 -0.2 0.6
Si 2.99457 -0.37878 6.89079 -0.9 -0.2 0.7
H -1.61647 0.04225 5.62504 0.8 0.2 0.9
H -6.72320 -0.27732 -6.12918 0.0 0.0 0.1
H 1.52196 0.41460 -4.13630 0.0 0.0 0.1
C -8.84081 -2.25138 -0.39236 0.1 0.1 0.0
H -5.10779 1.01764 -11.52125 -0.1 0.0 0.0
C 5.27178 4.93496 4.81360 1.0 0.0 0.2
H -1.17094 0.64048 -2.30122 -0.1 0.0 0.0
H 4.46693 -7.50643 3.03420 -0.8 0.6 -0.1
H 3.85899 -3.72134 4.91393 0.4 1.1 0.0
B 3.96204 -1.42321 8.29005 0.3 -0.6 1.3
H -1.27997 -8.29150 -0.39963 0.0 0.1 0.0
C 1.00947 -6.65648 3.01794 2.4 1.2 -0.1
H 4.03163 8.52860 4.62270 0.1 0.0 -0.1
O -10.24818 2.27081 -6.19822 0.0 0.0 -0.3
H 7.41206 -0.92234 -5.53864 0.0 0.0 -0.1
C 2.81727 3.53811 3.31391 0.6 -0.6 -2.9
C 4.22020 0.97430 -4.87642 -0.1 0.2 0.1
H 0.69235 3.29649 2.64095 1.0 0.0 -0.1
C 1.76097 3.24946 2.33450 1.9 0.0 -0.3
H 1.78864 -2.88848 1.47545 0.7 -0.1 0.9
H -0.59766 -3.51782 -2.64280 0.0 0.1 0.0
H -2.62328 1.04179 -3.23933 0.0 -0.1 0.1
H 3.42143 2.00417 4.90621 -0.7 0.5 0.7
H -5.38536 0.20061 -9.16264 0.0 0.0 -0.1
N 0.68485 2.78665 8.76278 -1.5 0.3 0.5
O -6.29078 0.36353 -2.63018 0.0 0.0 -0.2
S 3.69193 0.74516 -3.17058 -0.1 0.1 -0.1
O 4.99322 -0.88192 -7.05277 0.3 -0.2 -0.1
H -8.66935 1.64354 -8.49330 -0.1 0.0 0.0
H -0.48805 0.94927 2.67310 -0.8 0.3 0.6
C 2.83348 2.74215 5.51756 0.8 -0.2 -0.1
C 1.95799 1.14384 -3.45282 0.0 0.0 -0.1
H 3.50050 -2.69218 1.98338 -0.7 -0.4 0.6
H -5.26495 -0.68117 -5.19176 -0.1 0.0 0.1
H -9.02677 1.17420 -3.37538 0.1 -0.1 0.0
H 1.43523 1.09923 -2.49813 0.1 -0.1 0.0
O -2.00829 -4.79031 -0.54669 0.0 -0.3 0.0
O 2.46276 3.83351 4.64469 0.4 -0.8 -1.0
C 2.17918 -1.66002 5.74692 -0.2 -0.6 -1.5
O 3.43818 -2.68548 8.70327 1.0 0.8 -1.3
H -2.05674 0.70381 3.60923 0.8 0.7 -0.5
H 5.69567 1.53091 3.80166 0.7 0.8 0.6
C 2.92608 -1.82711 4.34252 0.0 0.5 1.5
C 2.06231 2.89648 0.94517 0.9 0.3 1.2
H 5.59544 3.16407 1.11966 -1.2 0.0 0.3
O -0.42587 2.68704 9.14564 0.9 0.0 0.4
H -0.30499 -0.42545 6.85928 -0.5 0.7 -0.8
C 7.10151 -1.93091 -5.81546 0.0 0.1 0.1
H 0.87531 3.22795 -0.88411 0.0 -0.9 0.5
H 1.87149 2.14939 -3.86789 0.1 0.0 0.0
H 4.45894 1.20671 9.19776 0.3 -0.8 0.8
H -0.55855 -3.76534 -5.75338 0.0 0.0 0.0
C 0.83671 2.56448 0.01787 0.5 0.6 0.9
H 6.24428 5.52755 4.87077 -1.5 -0.8 -0.1
H -2.24558 -2.91066 -2.36729 0.1 0.0 0.0
C 5.46749 3.76117 3.77819 0.1 -0.5 -0.1
H 7.97551 -2.55682 -5.99991 0.0 0.0 0.0
H -9.75656 0.43328 -9.23181 0.1 0.0 0.0
C -11.23342 2.79390 -8.61538 0.0 0.1 -0.1
H -0.48123 -7.12961 -1.48433 0.0 0.1 0.1
C -4.22444 2.40179 -1.31066 0.0 0.2 0.0
H 7.60649 -0.12300 -7.91164 -0.1 0.0 0.0
C 2.51066 -3.08422 2.32431 -1.2 -1.0 -0.8
H 5.39710 2.24186 5.42436 0.8 0.2 -0.9
H 6.86592 -0.90773 -9.32713 -0.1 -0.1 0.1
H 0.76497 -3.13996 -4.72389 -0.1 0.0 0.1
H -1.96406 -4.15605 -3.60425 0.0 0.1 0.0
H 7.59761 9.32611 5.76418 -0.1 -0.1 0.0
H -8.19101 -4.85576 0.57016 0.0 0.0 0.0
H -1.21194 1.12225 7.05630 0.1 -0.6 -0.7
H 2.16891 -8.53561 3.37507 0.1 1.1 -0.3
H -4.78751 -1.42524 -9.61196 0.0 0.0 0.0
S -7.10409 -0.17377 -3.76285 -0.2 0.0 0.0
H 5.29476 0.81054 -4.92904 -0.1 0.0 0.0
C 4.52418 3.16666 1.44785 -2.4 -0.1 0.5
H -8.95040 0.08202 -7.68664 -0.1 0.0 0.0
C 7.49247 9.73080 4.75647 0.1 0.0 0.1
O -2.19332 1.68340 0.25596 -0.1 0.0 -0.1
C -6.11741 -0.00547 -5.26349 0.2 0.1 0.0
H -4.50099 -0.58135 -12.04778 -0.1 0.0 0.0
H -7.14752 -4.45578 -0.82780 -0.1 0.1 0.0
O -0.58112 -0.85581 -3.66658 0.2 -0.4 -0.3
H 8.17634 -1.73147 -8.45039 -0.1 0.0 0.0
O 6.64159 7.34418 3.94732 0.2 0.6 -0.1
H 3.65888 2.58637 -0.57665 0.0 0.3 1.2
Si 1.38537 1.93961 6.44666 -0.1 0.5 0.9
C 5.96832 2.40264 4.46550 -0.9 0.3 0.2
H 5.09415 4.56634 5.86692 -0.2 0.3 -1.2
H -10.38296 3.45338 -8.79337 0.0 -0.1 0.1
H 5.84885 0.80682 10.27565 -1.0 -0.3 0.0
H -3.07084 -7.62982 1.35534 0.0 0.0 0.0
H 4.89732 -2.26381 5.40050 -0.8 -0.1 -0.5
H 4.84787 -2.85404 3.70542 -0.6 0.4 0.9
S 6.07816 -1.87436 -7.29839 0.0 0.0 0.0

---

164
Properties=species:S:1:pos:R:3:forces:R:3 method="wB97M-V/def2-TZVPD" lumo_energy_ev=-7.5 total_charge=+4 gap_ev=7.49 homo_energy_ev=-15.0 energy_ha=-7443.01764
C 5.10600 -0.52974 -0.36070 0.0 -0.8 0.4
Br -0.06701 0.13121 -0.07899 0.1 0.0 0.3
H -3.48218 -7.09259 -3.83769 -0.1 -0.1 0.0
H -0.21124 6.00331 -0.06109 0.8 -0.3 0.4
H -5.50816 -1.90896 2.24478 0.0 -0.1 0.1
C 6.05110 1.52358 -0.72265 0.1 0.8 -0.6
H 3.15654 1.05245 5.28967 -0.1 0.4 -0.5
H -5.91395 0.28007 2.73958 0.4 -1.0 -0.6
H -3.67193 4.35611 -0.98506 -0.1 -0.5 -0.2
Br 1.77437 1.00610 -4.63649 -0.4 -0.1 0.5
H 2.05529 -0.25224 2.22040 0.6 -0.4 -0.8
H 3.74691 1.80509 -2.27661 1.0 0.1 -0.3
C -2.65640 -0.72126 3.68889 -1.2 0.9 -0.3
H 3.31255 3.12622 3.76180 0.2 -0.3 -0.1
H -1.62261 4.13907 0.29654 0.2 0.0 0.0
H 0.30166 -1.09374 4.87890 1.1 -1.2 0.0
H -2.34092 0.30700 3.86566 0.0 -0.1 -0.1
C 3.56619 0.40945 4.51067 0.0 -0.4 0.7
H 5.62876 -0.02895 4.35478 0.3 -0.3 0.3
C 4.53831 2.76527 1.06335 -0.5 -0.3 -1.9
H 4.81765 -2.21065 6.00891 0.4 0.0 -0.1
C 5.99364 0.15131 -1.41005 -1.6 1.0 0.1
C 2.67113 -3.93435 -0.70585 0.4 -0.7 -2.2
C -1.36450 -4.38387 -3.18249 -0.1 1.6 -1.7
H 5.15543 -0.04540 6.05742 -0.3 0.8 -0.2
H -4.57889 0.99300 -5.57716 0.5 0.3 0.1
H 1.66850 -1.88108 2.81455 0.1 -0.2 -0.8
H 3.89396 0.42543 1.18124 0.1 0.1 -0.2
C 4.83354 -0.30247 5.04826 0.3 1.6 0.1
H -0.16960 4.93570 -3.52525 0.8 -0.3 -0.1
O -4.44140 0.39018 -2.99529 2.0 1.9 0.2
H 3.06799 0.38186 -0.37290 0.0 -0.2 0.0
H -3.39445 -6.55294 1.72427 -0.3 0.0 -0.2
H 2.69118 -1.55993 6.06681 -0.1 -0.3 0.2
H 0.56330 -3.57729 -0.59434 -0.4 0.1 -0.4
C -4.42889 1.72565 3.13667 0.0 -1.8 0.8
H 1.98722 5.48029 2.57175 -0.7 0.1 -0.4
C -3.57129 0.01018 1.51493 0.1 -1.0 1.2
H 6.97504 -0.18179 -1.74769 0.1 -0.4 0.9
H 3.41122 -1.63136 2.52260 0.0 0.6 -0.5
C -2.48070 -5.18993 -3.93872 1.5 -2.5 1.8
C 3.05407 -1.83480 5.07642 -2.0 0.6 0.4
C 0.97733 -2.24184 -2.84653 -1.1 -0.2 -0.4
H 4.07131 4.32457 2.78882 -0.3 0.9 0.6
C -4.25936 -4.60528 2.07445 0.0 3.0 1.9
C 0.51771 2.67088 5.82792 2.0 -1.3 0.2
H -0.52028 -0.16588 -6.24680 0.0 0.0 0.3
H 2.50141 2.09008 1.66274 0.2 -0.3 0.0
C 3.09775 2.99965 1.59087 -0.3 -0.1 0.2
H 2.80118 -2.94037 -0.27782 -0.2 -0.1 0.1
H 5.63472 -0.77091 0.56146 0.4 -0.6 -0.3
H -1.53590 -1.60688 -5.99623 -0.3 0.1 0.0
H -0.96416 2.30897 4.34859 -0.1 0.0 -0.4
H 0.91786 4.11740 3.08166 0.1 0.0 0.0
H -4.01145 1.95506 1.11594 0.3 0.5 -0.3
H -4.35108 3.61007 -3.17022 -0.3 0.3 0.1
H 6.53878 2.36064 -1.22225 -0.7 0.1 -0.5
H 0.44383 3.36658 -2.69538 0.2 0.4 0.2
H 1.47909 2.92495 5.38150 0.2 -0.1 -0.4
H -1.99145 2.04776 -6.89725 0.0 -0.6 0.1
H -2.69973 -0.44910 1.04851 0.5 0.3 0.5
N 2.48239 -0.68368 4.22607 1.2 -1.6 -0.4
H -5.39329 0.13149 4.34220 0.7 -0.7 0.2
C -2.14408 5.66761 -1.79011 0.8 -1.5 -0.7
H 5.25835 2.27154 1.71594 -0.5 -0.3 0.4
C -3.60338 -5.59853 1.24100 1.0 -0.3 -1.8
H -1.77202 6.22143 -2.65206 -1.0 0.3 -0.2
C -1.52833 -0.57099 -6.33530 -0.7 0.1 -0.6
C -2.60373 -6.65259 -3.36567 -0.4 0.4 -0.9
H -3.87581 0.52696 -7.12768 -0.3 -0.6 0.0
H -1.28942 -0.37618 -3.77476 0.4 0.9 -0.6
C -3.03167 0.80692 -3.04080 1.3 -3.0 -0.9
H 5.02031 3.71566 0.83414 -0.2 0.1 -0.3
H -4.36911 -0.33102 0.85527 -0.4 0.9 -0.1
H -2.44853 0.65921 -2.13182 -0.6 -0.7 0.7
C -3.72812 -3.13111 1.82974 -0.9 0.6 1.0
H 0.33686 -5.55173 -3.46456 0.7 -0.1 -0.2
H 2.42990 -5.15629 -3.47436 0.3 0.1 -0.6
H -5.33505 2.31369 2.99116 0.5 0.4 -0.5
H -2.72577 -1.18670 -4.09286 -0.7 0.2 0.3
H -0.01708 -1.91179 -2.54602 -0.1 -0.4 0.3
H -1.82334 -0.50308 -7.38242 0.0 -0.2 0.0
H -2.78111 -6.72665 -2.29275 0.2 0.3 0.1
H 1.17210 5.04350 -0.95371 -0.2 0.1 0.5
H 3.97057 0.90197 3.62636 -1.3 0.3 -0.2
H -2.66857 -3.08027 2.08050 0.1 -0.2 0.2
C 3.73505 2.48859 -1.42762 -0.9 -1.4 0.4
C 0.43512 0.68097 3.96572 -0.6 3.0 -0.7
N -3.92628 -0.66593 2.84545 -0.3 -1.2 -0.2
C 3.14002 3.76888 2.89848 -0.2 -0.2 1.5
H -5.34782 -4.58134 2.02167 0.0 -0.3 0.3
H -0.96806 1.11255 5.55054 0.0 -0.1 0.3
H -4.40148 -0.67895 -5.75195 0.2 -0.3 -0.8
C 0.14006 -4.48805 -3.59859 -1.3 -1.8 1.5
C -4.54842 -2.08501 2.73059 0.8 -0.1 -1.5
H 4.11854 -3.14896 -2.22939 0.4 -0.1 0.7
H -3.45302 -4.74786 -3.72134 0.2 0.5 -0.5
H -1.50255 -4.49019 -2.10651 0.1 0.2 0.0
H -0.17184 3.24465 -0.35920 -0.3 -0.2 0.3
C -0.34638 4.10221 -2.84543 -1.9 0.8 -0.6
H 4.17315 -4.93246 -2.13433 0.1 0.2 0.6
O -3.55532 4.14429 -3.11585 0.8 -0.7 0.1
H 0.38606 6.51180 -1.61856 0.2 -0.1 -0.1
H -0.99839 1.63327 -5.38601 0.4 1.0 -0.4
H -1.22154 3.61262 -3.27264 0.2 -0.3 0.0
C 4.51037 -1.72045 5.08513 1.0 -2.9 -0.4
H -1.61064 -3.38622 -3.54608 -0.2 0.7 0.9
H 0.91521 -5.22133 -1.08727 0.2 0.0 -0.4
H -1.78487 3.00185 -1.08346 0.1 -0.3 0.4
H 6.73945 1.37651 0.10960 -0.6 0.0 0.8
C -1.13137 3.71306 -0.57828 -0.1 -0.4 -0.8
H 2.63831 -2.80592 4.80777 -0.1 0.2 -0.2
H -2.17883 6.32328 -0.92006 0.0 -0.1 0.0
N 4.57212 1.87961 -0.25056 0.7 0.5 -0.1
H -4.74789 -2.37853 3.76120 0.2 -0.3 -0.1
C 3.54169 -4.05082 -2.02447 -0.8 0.9 -0.9
H -3.87877 -4.73449 3.08765 -0.8 -0.4 0.4
C -3.94601 0.25755 -6.07384 0.8 -0.2 1.2
C 2.45856 -1.13706 2.71290 -1.4 0.4 3.3
C -5.00019 0.25769 3.33342 0.2 2.5 1.2
H -0.19871 0.22873 3.20294 -0.5 0.2 0.2
H 1.88841 5.15510 4.20420 0.1 -0.7 0.3
H -2.65500 -5.12522 0.98673 0.5 -0.5 -0.2
H -1.78444 -7.30151 -3.67512 0.2 0.1 0.2
H 3.81483 3.53365 -1.72693 1.2 -0.1 0.5
H 2.96029 -4.71410 -0.00123 -0.1 0.2 0.1
C 1.08360 -0.34297 4.76481 1.7 0.5 0.6
N -0.86453 4.75563 -1.60055 0.6 0.8 2.0
H 0.82097 2.13760 6.72889 -0.1 0.0 0.3
C -1.97827 1.74622 -5.84987 -0.5 -1.5 2.4
H 2.66848 2.35277 -1.24853 -0.1 0.0 1.0
H -2.48625 1.92263 1.91443 0.0 -0.3 0.6
H 3.00381 -3.54729 -4.10056 -1.0 0.3 0.0
H -1.91336 -1.20452 3.05450 -0.1 -0.3 0.4
H -4.29473 5.65245 -2.00820 0.1 0.3 0.4
N 1.13393 -3.75641 -2.68553 1.7 1.4 -1.0
H 1.09007 1.27791 3.33106 0.6 0.1 0.2
C 0.26098 5.64143 -0.97441 -1.9 0.0 -1.3
C 1.86336 4.63384 3.24724 1.8 0.5 -1.3
H -2.88733 -1.16378 4.65788 0.2 -0.3 -0.2
C -0.28182 1.68943 4.93056 -1.5 0.8 -0.5
H 1.64890 -1.59201 -2.28546 0.4 -0.6 0.0
H 2.45429 3.65123 0.99968 0.6 0.0 -1.0
H -2.23154 -5.35303 -4.98725 -0.4 0.7 -0.1
H -3.92833 2.15986 4.00212 0.0 -0.4 0.1
H 1.31270 0.05572 5.75307 -0.1 -0.2 0.1
C -3.48701 1.49231 1.95196 -1.4 0.4 -2.7
H -2.65308 2.35307 -5.24616 0.3 0.5 -0.3
H -2.71749 1.83788 -3.20365 -1.1 0.3 -0.8
H -3.76484 -2.82507 0.78423 -0.4 0.0 -0.1
H -4.86834 1.24990 -2.98081 -0.9 -0.2 0.1
H 1.03926 -2.04744 -3.91727 0.4 0.2 0.1
C 4.04536 0.46458 0.10251 -0.2 1.2 -0.7
H 0.21634 3.65434 6.18860 -1.3 -0.3 -0.5
H 4.97572 -2.28279 4.27562 0.0 -0.1 -0.1
C 2.58497 -4.09908 -3.25902 -0.8 -1.7 2.4
H -4.13940 -5.70171 0.29754 0.1 -0.5 0.0
H 0.32899 -4.23785 -4.64253 0.1 0.3 0.2
C 1.22691 -4.18412 -1.21035 -0.1 0.6 0.3
C -3.52072 4.88968 -1.92343 1.3 1.7 -0.2
H 5.39705 0.06510 -2.31820 0.0 0.9 -0.3
N -2.49898 0.29748 -5.54344 0.9 0.4 -0.9
H 4.57510 -1.38189 -0.78509 0.3 -0.3 0.3
C -2.32155 -0.17490 -4.06166 -1.2 1.6 -0.3